ORCA calculation (ωB97M-V with the def2-TZVPD basis set) on an isolated molecule of C14H26N2O at a distorted geometry.

Positions of all 43 atoms, in Å:
C1 3.96439 -2.83722 -1.97914
C2 3.41027 -3.30859 -0.58568
N1 2.31831 -2.39599 -0.15000
C3 0.99916 -3.03354 0.29970
C4 0.22408 -3.36825 -0.90519
C5 2.67242 -1.04069 0.21970
C6 1.81659 0.12962 -0.45969
O1 0.40451 0.07214 0.09972
C7 -0.23747 1.34391 -0.06242
C8 -1.79036 0.99720 -0.17526
N2 -2.54516 2.08467 0.40665
C9 -2.91181 1.93736 1.73301
C10 -3.01601 0.71257 2.57541
C11 -3.35240 3.16807 2.23590
C12 -3.03731 4.13124 1.18437
C13 -2.56182 3.50674 0.04732
C14 -2.09663 3.90934 -1.30678
H1 4.11861 -3.72008 -2.52068
H2 4.97952 -2.50200 -1.78872
H3 3.41458 -2.01634 -2.47914
H4 4.23593 -3.40605 0.09903
H5 2.94062 -4.33422 -0.72445
H6 0.40695 -2.46644 0.92778
H7 1.26385 -3.90386 0.90620
H8 -0.26371 -2.41114 -1.09788
H9 0.75670 -3.59354 -1.82225
H10 -0.59950 -3.97718 -0.87406
H11 2.68464 -0.91478 1.28626
H12 3.68079 -0.74680 -0.12987
H13 1.84005 0.05251 -1.50214
H14 2.20080 1.10072 -0.25733
H15 0.06654 2.02440 0.72394
H16 -0.00069 1.70950 -1.00843
H17 -2.12082 0.81721 -1.20661
H18 -1.92807 0.13512 0.42656
H19 -2.00626 0.33332 2.88651
H20 -3.56399 0.93501 3.42471
H21 -3.38073 -0.08239 1.94402
H22 -3.81120 3.37693 3.19652
H23 -3.14248 5.26498 1.28672
H24 -1.31613 3.33818 -1.68369
H25 -1.82314 5.01871 -1.14581
H26 -2.89360 3.95963 -2.04481

## Properties
Structure (SMILES) = CCN(CC)CCOCCn1c(C)ccc1C
Gap between HOMO and LUMO = 0.311 Ha
2S+1 = 1
Charge = 0
Relative energy (zero: lowest compared OMol25 entry of this formula, charge and spin) = 90.6 kcal/mol
LUMO level = 0.91 eV

Atomic partial charges in e from the natural (NBO) method, atoms 1 to 4: -0.63 -0.19 -0.49 -0.20